(1)
{
  "formula": "C29H32NO2",
  "method": "the ωB97M-V functional and the def2-TZVPD basis",
  "species": ["C", "C", "C", "C", "N", "C", "C", "O", "C", "C", "C", "C", "H", "H", "H", "H", "H", "H", "H", "H", "H", "H", "H", "H", "H", "H", "H", "H", "H", "C", "C", "C", "C", "O", "C", "C", "C", "C", "C", "C", "C", "C", "C", "C", "C", "C", "C", "C", "C", "H", "H", "H", "H", "H", "H", "H", "H", "H", "H", "H", "H", "H", "H", "H"],
  "positions_angstrom": [[-1.557436, 3.229998, -0.662634], [-3.063733, 3.279758, -0.447675], [-3.816745, 2.082954, -1.048443], [-3.001160, 0.813993, -1.204835], [-3.674464, -0.239427, -1.773179], [-5.087955, -0.072404, -2.085618], [-5.756386, -1.358403, -2.549811], [-4.917025, -2.082284, -3.448878], [-3.734080, -2.537449, -2.781072], [-2.901088, -1.408710, -2.162047], [-1.712980, 0.701376, -0.723964], [-1.014585, 1.877803, -0.155717], [-1.305553, 3.359324, -1.722666], [-1.079288, 4.054277, -0.122096], [-3.253464, 3.283649, 0.632818], [-3.476009, 4.204680, -0.859963], [-4.669472, 1.888460, -0.372128], [-4.271698, 2.375965, -2.013876], [-5.626485, 0.283742, -1.195432], [-5.211437, 0.684784, -2.880931], [-6.029829, -1.964045, -1.662448], [-6.645552, -1.105828, -3.140122], [-3.995267, -3.254937, -1.970059], [-3.158637, -3.059188, -3.562636], [-2.110334, -1.125037, -2.883609], [-2.388554, -1.831742, -1.283171], [-1.265545, -0.282551, -0.571961], [0.058859, 1.801631, -0.351352], [-1.130675, 1.851217, 0.942957], [6.170099, 3.033322, 3.453971], [5.983748, 1.659907, 3.638611], [5.955547, 0.796669, 2.543205], [6.078833, 1.347240, 1.266473], [5.727343, 0.593304, 0.142283], [4.386175, 0.196796, 0.114890], [3.433509, 1.033015, -0.483347], [2.163165, 0.538551, -0.720130], [1.718539, -0.669540, -0.116611], [0.428666, -1.227889, -0.456072], [-0.204558, -2.219850, 0.390372], [-0.884352, -3.368229, -0.109077], [-1.361251, -4.346492, 0.763071], [-1.193160, -4.209989, 2.153625], [-0.592980, -3.049566, 2.664860], [-0.133616, -2.059629, 1.800189], [2.664388, -1.356660, 0.701308], [4.006480, -1.012203, 0.710627], [6.362728, 2.702840, 1.061136], [6.345058, 3.548771, 2.167911], [6.165842, 3.697045, 4.319204], [5.854214, 1.238333, 4.633666], [5.772434, -0.274404, 2.648874], [3.727191, 2.036098, -0.791279], [1.483377, 1.100276, -1.364607], [0.178091, -1.178843, -1.525464], [-1.000984, -3.497993, -1.193918], [-1.845289, -5.234151, 0.353717], [-1.502066, -5.013773, 2.817009], [-0.467084, -2.936301, 3.743219], [0.304054, -1.142108, 2.201212], [2.348768, -2.239873, 1.257823], [4.756492, -1.637763, 1.207306], [6.490483, 3.080399, 0.046672], [6.476690, 4.621084, 2.019813]],
  "forces_ev_per_angstrom": [[0.185, -0.410, 0.019], [0.109, -0.068, 0.155], [-0.109, 0.441, -0.102], [0.794, -0.437, 0.480], [0.109, -0.244, 0.187], [-0.278, 0.094, -0.541], [0.301, -0.140, -0.154], [0.481, -0.014, 0.813], [-0.673, -0.160, -0.082], [-0.012, 0.098, -0.379], [-1.609, 0.283, -0.571], [0.178, 0.640, 0.587], [-0.089, -0.104, 0.072], [-0.044, -0.146, -0.061], [0.072, 0.136, -0.125], [0.000, -0.085, 0.143], [0.320, -0.123, -0.378], [0.319, -0.247, 0.339], [0.107, -0.086, -0.290], [0.048, -0.250, 0.249], [0.083, -0.055, -0.473], [0.095, -0.129, 0.409], [-0.117, 0.221, -0.503], [-0.130, 0.138, 0.474], [-0.202, 0.248, 0.242], [-0.203, 0.197, -0.133], [-0.567, 0.504, -0.100], [-0.161, 0.245, 0.154], [0.225, 0.153, -0.113], [-0.158, -0.210, 0.013], [0.284, -0.025, -0.113], [-0.137, 0.359, -0.358], [-0.469, 0.711, 0.443], [-0.939, -0.816, -0.377], [0.900, 0.458, 0.520], [0.081, -0.155, -0.219], [0.038, 0.106, -0.308], [-0.198, 0.584, -0.048], [1.687, -1.826, -0.008], [-0.279, 0.097, 0.326], [0.013, 0.178, -0.121], [0.202, 0.215, -0.019], [0.329, 0.424, -0.613], [-0.044, -0.067, -0.134], [0.204, -0.173, 0.036], [-0.140, -0.576, 0.076], [-0.285, 0.122, 0.038], [-0.531, -0.397, 0.256], [0.438, -0.034, 0.086], [-0.009, -0.162, -0.287], [0.067, 0.204, -0.154], [0.071, 0.421, 0.107], [-0.024, -0.373, -0.186], [0.240, -0.198, 0.249], [-0.223, 0.189, 0.572], [0.151, -0.007, 0.549], [0.155, 0.263, 0.142], [-0.049, 0.223, -0.088], [-0.111, 0.052, -0.359], [-0.135, -0.309, -0.090], [0.126, 0.130, -0.356], [-0.425, 0.295, -0.249], [-0.102, -0.104, 0.270], [0.040, -0.296, 0.083]],
  "gap_ev": 4.4,
  "lumo_energy_ev": -5.54,
  "e_above_lowest_ev": 2.067,
  "largest_force_ha_per_bohr": 0.048,
  "charge": 1
}

=====

(2)
{
  "formula": "C29H33AuBrN2O2SSi",
  "method": "the ωB97M-V functional and the def2-TZVPD basis",
  "species": ["Au", "C", "Si", "C", "C", "C", "C", "H", "H", "H", "H", "H", "H", "H", "H", "H", "N", "S", "C", "C", "C", "C", "C", "C", "C", "C", "C", "C", "C", "C", "H", "H", "H", "H", "H", "H", "H", "H", "H", "H", "H", "Br", "C", "C", "C", "C", "C", "C", "C", "O", "O", "H", "H", "H", "H", "C", "C", "C", "C", "C", "N", "H", "H", "H", "H", "H", "H", "H", "H", "H"],
  "positions_angstrom": [[-0.044955, -0.303107, 0.362964], [-4.577578, -4.121406, -0.361900], [-3.191343, -4.193897, 0.883615], [-3.820842, -4.107325, 2.640131], [-2.098165, -5.695315, 0.657521], [-2.052696, -2.744134, 0.644291], [-1.323208, -1.788600, 0.491919], [-5.262917, -4.960785, -0.229711], [-4.200537, -4.151661, -1.385188], [-5.154094, -3.200935, -0.245868], [-4.471466, -4.957896, 2.854915], [-4.393247, -3.194721, 2.818604], [-2.993401, -4.127578, 3.350967], [-2.674704, -6.608840, 0.819315], [-1.282026, -5.671495, 1.381500], [-1.670043, -5.730203, -0.345229], [1.387824, 1.238833, 0.463501], [1.701901, 1.817868, -1.052269], [0.834042, 3.402824, -0.963227], [0.112152, 3.786985, 0.151829], [-0.501160, 5.034149, 0.158343], [-0.385635, 5.877584, -0.936498], [0.342193, 5.476518, -2.050579], [0.944338, 4.229930, -2.072696], [3.350530, 2.487284, -0.960354], [3.723506, 3.246328, 0.141322], [4.995061, 3.791052, 0.166890], [5.866821, 3.579332, -0.896832], [5.476355, 2.815449, -1.986701], [4.204792, 2.260644, -2.026049], [2.210029, 0.800443, 0.867481], [0.045739, 3.127392, 1.005180], [-1.059974, 5.347878, 1.030812], [-0.853396, 6.852871, -0.922384], [0.439940, 6.135985, -2.902131], [1.507492, 3.911641, -2.942918], [3.029015, 3.412290, 0.955399], [5.307317, 4.382057, 1.017203], [6.858160, 4.011541, -0.872514], [6.160072, 2.644940, -2.807015], [3.878828, 1.648580, -2.857104], [5.829178, -6.713009, -0.434696], [4.760313, -5.157908, -0.541615], [5.355675, -3.950274, -0.873784], [4.577030, -2.806459, -0.918773], [3.222327, -2.875913, -0.620149], [2.634253, -4.097483, -0.306070], [3.402493, -5.249048, -0.276295], [2.418981, -1.614853, -0.594699], [2.729532, -0.666661, -1.291124], [1.424621, -1.681072, 0.262386], [6.413748, -3.907745, -1.089592], [5.014560, -1.851726, -1.178966], [1.575614, -4.135687, -0.087286], [2.959701, -6.206595, -0.041826], [-4.913504, 0.527179, 0.332198], [-4.003393, 1.647364, 0.864120], [-4.018387, 1.663331, 2.403577], [-4.422906, 3.014242, 0.302241], [-2.634309, 1.352564, 0.448316], [-1.556366, 1.122726, 0.127313], [-5.922366, 0.692091, 0.708494], [-4.567012, -0.449372, 0.671924], [-4.940526, 0.525471, -0.756975], [-5.035146, 1.862697, 2.738791], [-3.362007, 2.439024, 2.798228], [-3.702880, 0.700994, 2.807284], [-5.406594, 3.267932, 0.694318], [-4.478237, 2.990665, -0.785816], [-3.719112, 3.795026, 0.591943]],
  "forces_ev_per_angstrom": [[1.344, 0.321, -0.872], [0.021, 0.120, 0.009], [0.400, -0.188, 0.119], [-0.072, 0.027, -0.070], [-0.249, 0.049, 0.017], [-0.268, 0.198, -0.097], [-0.101, 0.025, -0.091], [0.021, -0.012, 0.022], [0.026, -0.011, 0.012], [-0.019, -0.012, -0.004], [-0.002, 0.008, 0.010], [-0.013, -0.009, -0.005], [0.015, -0.009, -0.022], [0.065, -0.040, -0.020], [0.003, -0.019, -0.004], [-0.006, -0.007, -0.001], [-0.737, -0.544, 0.076], [0.057, 0.832, 0.104], [-0.025, -0.084, -0.051], [0.036, -0.001, 0.073], [-0.010, -0.009, -0.043], [0.031, -0.006, 0.024], [-0.047, -0.014, -0.007], [-0.007, -0.054, -0.083], [0.038, -0.179, 0.075], [0.036, 0.008, 0.013], [0.001, -0.026, 0.032], [-0.026, -0.044, -0.024], [0.021, 0.044, -0.023], [-0.103, -0.142, 0.015], [0.264, 0.133, -0.313], [0.054, 0.029, 0.000], [0.009, 0.016, -0.003], [-0.006, -0.005, 0.005], [-0.006, -0.014, -0.008], [0.012, 0.015, 0.012], [0.003, 0.014, -0.006], [0.002, 0.012, -0.013], [-0.001, -0.003, 0.008], [-0.001, 0.013, 0.001], [0.056, -0.023, -0.006], [-0.035, 0.032, -0.034], [0.053, -0.064, -0.005], [-0.016, 0.025, -0.011], [-0.002, 0.041, -0.067], [-0.266, -0.113, 0.319], [0.039, 0.027, 0.033], [-0.013, 0.011, -0.024], [0.570, -0.017, -0.550], [-0.266, 0.248, 0.162], [-0.991, 0.198, 0.748], [0.000, 0.000, 0.010], [0.010, -0.010, 0.014], [0.012, -0.038, 0.040], [-0.007, 0.007, 0.013], [0.130, -0.081, -0.050], [-0.384, 0.067, 0.124], [0.175, -0.048, 0.011], [0.194, 0.039, -0.132], [0.007, 0.135, -0.162], [0.105, -0.901, 0.657], [0.004, 0.037, -0.002], [-0.017, -0.002, 0.008], [-0.011, 0.003, 0.002], [-0.009, 0.010, -0.034], [-0.026, 0.018, 0.004], [-0.019, -0.001, 0.005], [-0.005, -0.045, 0.018], [-0.011, -0.003, 0.003], [-0.036, 0.012, 0.043]],
  "gap_ev": 6.6,
  "lumo_energy_ev": -4.32,
  "e_above_lowest_ev": 0.017,
  "largest_force_ha_per_bohr": 0.032,
  "charge": 1
}